1.
{"formula": "C20H20IN2O2PSc", "method": "wB97M-V/def2-TZVPD", "e_tot_ev": -66225.679, "e_above_lowest_kj_mol": 15.34, "orbital_gap_ev": 8.6, "total_charge": 1, "mol_weight_g_mol": 523.23, "species": ["Sc", "N", "N", "C", "O", "O", "H", "H", "H", "C", "C", "C", "C", "C", "C", "P", "C", "C", "C", "C", "C", "C", "C", "C", "C", "C", "C", "C", "H", "H", "H", "H", "H", "H", "H", "H", "H", "H", "H", "H", "H", "H", "H", "I", "C", "H", "H"], "coordinates": [[-0.280, 0.167, 0.011], [-0.782, -2.054, -0.693], [0.435, -2.586, -1.160], [1.499, -1.715, -1.348], [2.481, -2.008, -1.956], [1.271, -0.534, -0.727], [-1.142, -2.653, 0.043], [-1.477, -2.021, -1.433], [0.409, -3.398, -1.757], [-0.311, -1.275, 6.955], [-0.198, -2.190, 5.920], [-0.082, -1.740, 4.611], [-0.081, -0.375, 4.346], [-0.195, 0.546, 5.388], [-0.310, 0.092, 6.690], [0.092, 0.201, 2.651], [-1.123, 1.552, 2.456], [-0.806, 2.900, 2.291], [-1.818, 3.846, 2.191], [-3.146, 3.454, 2.275], [-3.471, 2.115, 2.456], [-2.467, 1.166, 2.532], [1.711, 0.988, 2.456], [2.745, 0.684, 3.341], [4.032, 1.138, 3.090], [4.307, 1.872, 1.947], [3.290, 2.166, 1.051], [2.000, 1.734, 1.314], [-0.403, -1.624, 7.975], [-0.200, -3.252, 6.127], [0.013, -2.454, 3.801], [-0.199, 1.611, 5.184], [-0.401, 0.802, 7.501], [0.226, 3.219, 2.271], [-1.565, 4.890, 2.065], [-3.932, 4.195, 2.211], [-4.507, 1.811, 2.529], [-2.727, 0.122, 2.673], [2.546, 0.092, 4.225], [4.825, 0.910, 3.791], [5.314, 2.215, 1.751], [3.496, 2.738, 0.157], [1.230, 2.038, 0.606], [-2.951, 0.828, -1.201], [-1.042, 1.884, -1.136], [-1.300, 2.851, -0.714], [-0.775, 2.000, -2.184]], "forces_ev_per_angstrom": [[-1.06, -0.07, 0.14], [0.04, 0.14, 0.04], [-0.02, -0.16, 0.04], [0.03, 0.78, 0.34], [0.02, -0.08, -0.01], [0.83, -0.75, -0.81], [-0.07, -0.04, 0.06], [-0.07, 0.00, -0.07], [-0.05, -0.03, -0.02], [-0.01, 0.06, 0.01], [0.02, 0.03, -0.06], [0.01, -0.09, 0.06], [0.05, -0.04, -0.06], [-0.03, -0.01, 0.06], [0.01, -0.04, -0.01], [-0.05, 0.26, -0.07], [0.01, 0.08, 0.19], [-0.06, 0.07, 0.09], [0.04, -0.06, -0.01], [-0.05, 0.00, 0.01], [-0.02, 0.02, -0.01], [-0.01, 0.05, -0.08], [0.17, -0.11, 0.26], [0.03, 0.03, 0.00], [-0.02, -0.02, 0.02], [0.05, 0.00, 0.01], [-0.04, 0.03, 0.04], [0.08, 0.00, -0.12], [0.00, 0.00, -0.01], [0.00, 0.01, 0.01], [-0.01, 0.02, -0.01], [0.00, -0.01, -0.03], [0.00, -0.01, 0.00], [0.01, 0.02, 0.00], [-0.01, -0.01, 0.00], [0.01, -0.01, -0.01], [0.01, 0.01, 0.00], [0.01, -0.01, 0.01], [0.00, 0.01, -0.01], [-0.02, -0.01, -0.02], [-0.01, -0.01, 0.00], [-0.01, -0.01, 0.00], [-0.11, 0.04, -0.03], [0.17, -0.15, 0.06], [0.04, 0.01, -0.01], [0.03, 0.04, 0.02], [0.05, 0.04, -0.01]]}

---

2.
{"formula": "C28H35N3O5", "method": "wB97M-V/def2-TZVPD", "e_tot_ev": -44314.442, "e_above_lowest_kj_mol": 0.00, "orbital_gap_ev": 8.6, "total_charge": 0, "mol_weight_g_mol": 493.60, "smiles": "COc1cccc(NC(=O)C2CCN(C(=O)[C@@H]3Cc4ccccc4CN3C(=O)OC(C)(C)C)CC2)c1", "species": ["C", "O", "C", "C", "C", "C", "C", "N", "C", "O", "C", "C", "C", "N", "C", "O", "C", "C", "C", "C", "C", "C", "C", "C", "C", "N", "C", "O", "O", "C", "C", "C", "C", "C", "C", "C", "H", "H", "H", "H", "H", "H", "H", "H", "H", "H", "H", "H", "H", "H", "H", "H", "H", "H", "H", "H", "H", "H", "H", "H", "H", "H", "H", "H", "H", "H", "H", "H", "H", "H", "H"], "coordinates": [[6.712, -1.019, -3.879], [5.816, -2.048, -4.226], [4.569, -2.032, -3.679], [3.724, -3.077, -4.058], [2.442, -3.139, -3.553], [1.984, -2.176, -2.672], [2.823, -1.133, -2.291], [2.322, -0.185, -1.395], [2.922, 0.931, -0.900], [4.046, 1.303, -1.161], [1.983, 1.694, 0.024], [0.957, 2.466, -0.824], [0.264, 3.504, 0.077], [0.347, 3.081, 1.458], [-0.462, 2.167, 2.039], [-0.235, 1.699, 3.139], [-1.763, 1.776, 1.313], [-2.892, 2.694, 1.811], [-4.235, 2.045, 1.669], [-5.346, 2.687, 1.149], [-6.562, 2.025, 1.089], [-6.667, 0.720, 1.540], [-5.555, 0.068, 2.047], [-4.341, 0.730, 2.118], [-3.069, 0.100, 2.604], [-2.038, 0.383, 1.622], [-1.321, -0.562, 0.982], [-0.492, -0.291, 0.128], [-1.648, -1.798, 1.382], [-1.039, -2.965, 0.781], [-1.667, -4.137, 1.537], [0.475, -2.956, 0.990], [-1.405, -3.036, -0.702], [1.703, 3.214, 1.973], [2.711, 2.675, 0.941], [4.118, -1.061, -2.795], [7.630, -1.232, -4.426], [6.332, -0.037, -4.177], [6.922, -1.014, -2.805], [4.096, -3.820, -4.745], [1.790, -3.947, -3.848], [0.980, -2.226, -2.281], [1.372, -0.356, -1.079], [1.448, 0.965, 0.641], [1.458, 2.968, -1.653], [0.232, 1.763, -1.232], [-0.771, 3.673, -0.219], [0.783, 4.465, 0.017], [-1.659, 1.841, 0.227], [-2.719, 2.899, 2.873], [-2.852, 3.643, 1.276], [-5.265, 3.705, 0.797], [-7.428, 2.528, 0.687], [-7.616, 0.207, 1.491], [-5.630, -0.953, 2.391], [-2.761, 0.530, 3.566], [-3.167, -0.978, 2.714], [-2.748, -4.115, 1.430], [-1.423, -4.072, 2.594], [-1.290, -5.076, 1.142], [0.934, -2.130, 0.457], [0.701, -2.854, 2.049], [0.900, -3.887, 0.625], [-2.485, -3.103, -0.818], [-1.059, -2.143, -1.217], [-0.944, -3.910, -1.154], [1.746, 2.640, 2.900], [1.896, 4.266, 2.201], [3.133, 3.481, 0.339], [3.537, 2.176, 1.446], [4.746, -0.245, -2.485]], "forces_ev_per_angstrom": [[0.15, 0.18, 0.06], [-0.29, -0.20, -0.01], [-0.28, -0.20, -0.02], [0.22, 0.02, -0.08], [0.12, 0.06, 0.00], [-0.04, 0.13, 0.11], [0.11, -0.26, -0.26], [-0.35, -0.29, -0.05], [-0.39, 0.20, 0.46], [0.26, 0.08, -0.09], [0.31, 0.18, -0.06], [-0.08, -0.04, 0.10], [-0.11, -0.14, -0.34], [0.06, 0.23, 0.15], [-0.24, 0.16, -0.14], [-0.06, -0.27, 0.18], [0.38, -0.10, -0.11], [-0.01, -0.10, 0.03], [-0.08, 0.01, -0.02], [0.07, -0.03, 0.03], [-0.11, 0.01, -0.02], [-0.11, -0.01, -0.03], [0.09, 0.05, 0.06], [-0.08, 0.02, -0.02], [-0.16, -0.11, 0.24], [-0.07, 0.07, 0.01], [-0.23, -0.01, 0.09], [0.27, 0.03, -0.21], [-0.08, 0.10, 0.13], [0.32, -0.56, -0.35], [0.08, 0.45, -0.10], [-0.25, 0.20, 0.00], [-0.01, 0.23, 0.25], [0.21, 0.02, 0.35], [-0.05, -0.18, -0.13], [0.39, 0.16, -0.05], [-0.05, 0.06, 0.06], [0.01, -0.03, 0.03], [-0.02, 0.01, -0.04], [0.04, -0.09, -0.09], [-0.05, -0.07, -0.03], [-0.15, 0.00, 0.07], [0.10, 0.08, 0.06], [0.04, 0.04, -0.09], [0.02, 0.00, -0.05], [-0.04, 0.04, -0.05], [0.05, 0.07, 0.00], [-0.11, -0.03, -0.02], [-0.03, 0.09, 0.14], [0.04, 0.05, -0.04], [0.04, -0.01, 0.05], [0.02, 0.11, -0.04], [-0.08, 0.04, -0.03], [-0.08, -0.04, -0.01], [0.00, -0.12, 0.03], [-0.01, -0.12, -0.05], [-0.02, 0.18, 0.06], [-0.12, -0.03, -0.03], [0.04, -0.03, 0.12], [0.05, -0.10, -0.05], [0.08, -0.03, -0.02], [0.05, -0.02, 0.11], [0.03, -0.12, -0.02], [-0.10, -0.05, -0.02], [0.03, -0.03, -0.07], [0.03, -0.12, -0.04], [0.02, 0.14, -0.13], [0.02, -0.07, 0.03], [0.08, -0.01, 0.00], [0.05, 0.08, -0.01], [0.04, 0.03, 0.00]]}

---

3.
{"formula": "C34H91MnN7O13", "method": "wB97M-V/def2-TZVPD", "e_tot_ev": -105101.279, "spin_multiplicity": 6, "orbital_gap_ev": [8.2, 8.9], "total_charge": 0, "mol_weight_g_mol": 861.08, "species": ["Mn", "C", "C", "O", "O", "H", "H", "H", "C", "C", "O", "O", "H", "H", "H", "C", "C", "C", "O", "C", "N", "H", "H", "H", "H", "H", "H", "H", "H", "H", "H", "H", "C", "C", "C", "O", "C", "N", "H", "H", "H", "H", "H", "H", "H", "H", "H", "H", "H", "C", "C", "C", "O", "C", "N", "H", "H", "H", "H", "H", "H", "H", "H", "H", "H", "H", "C", "C", "C", "O", "C", "N", "H", "H", "H", "H", "H", "H", "H", "H", "H", "H", "H", "C", "C", "C", "O", "C", "N", "H", "H", "H", "H", "H", "H", "H", "H", "H", "H", "H", "C", "C", "C", "O", "C", "N", "H", "H", "H", "H", "H", "H", "H", "H", "H", "H", "H", "C", "C", "C", "O", "C", "N", "H", "H", "H", "H", "H", "H", "H", "H", "H", "H", "H", "C", "O", "H", "H", "H", "H", "C", "O", "H", "H", "H", "H"], "coordinates": [[0.117, -0.907, 0.300], [-3.138, -3.187, 1.230], [-1.856, -2.379, 1.117], [-1.868, -1.145, 1.323], [-0.773, -2.809, 0.637], [-3.011, -4.122, 1.777], [-3.467, -3.351, 0.204], [-3.925, -2.627, 1.735], [1.267, -1.581, -3.470], [0.829, -1.266, -2.091], [1.676, -1.271, -1.148], [-0.339, -0.923, -1.822], [1.989, -2.396, -3.427], [1.583, -0.728, -4.069], [0.397, -1.907, -4.040], [-6.152, -0.276, -1.623], [-4.952, -0.928, -0.978], [-3.843, -1.175, -2.035], [-4.248, -2.360, -2.792], [-3.320, -2.741, -3.834], [-4.465, -0.114, 0.159], [-6.958, -0.045, -0.927], [-6.616, -0.916, -2.373], [-5.940, 0.715, -2.024], [-5.369, -1.843, -0.559], [-2.881, -1.444, -1.597], [-3.767, -0.295, -2.674], [-2.371, -3.162, -3.503], [-3.051, -1.897, -4.469], [-3.832, -3.519, -4.400], [-3.622, -0.515, 0.545], [-4.086, 0.701, -0.304], [0.770, 2.358, -1.373], [0.824, 2.145, 0.176], [0.620, 3.525, 0.847], [-0.531, 4.186, 0.486], [-0.648, 5.478, 1.035], [-0.219, 1.192, 0.497], [-0.194, 2.779, -1.658], [0.982, 1.462, -1.955], [1.500, 3.125, -1.630], [1.758, 1.687, 0.501], [1.467, 4.121, 0.507], [0.747, 3.459, 1.927], [-1.523, 5.952, 0.589], [0.205, 6.152, 0.966], [-0.745, 5.411, 2.118], [-0.463, 1.450, 1.442], [-1.042, 1.512, 0.008], [-1.425, 0.343, -5.810], [-2.368, 1.260, -5.099], [-3.912, 0.990, -5.214], [-4.455, 1.001, -6.500], [-5.671, 0.317, -6.515], [-1.901, 1.135, -3.697], [-0.411, 0.740, -5.854], [-1.680, 0.248, -6.866], [-1.309, -0.670, -5.424], [-2.221, 2.261, -5.505], [-4.397, 1.720, -4.567], [-3.983, -0.029, -4.833], [-5.584, -0.733, -6.234], [-6.048, 0.298, -7.538], [-6.435, 0.779, -5.891], [-1.843, 0.167, -3.417], [-0.982, 1.551, -3.745], [2.266, -2.834, 1.791], [1.453, -1.983, 2.763], [2.237, -1.753, 4.090], [1.503, -0.848, 5.000], [1.916, -0.950, 6.389], [1.269, -0.678, 2.146], [3.184, -2.328, 1.494], [1.688, -2.990, 0.880], [2.462, -3.821, 2.210], [0.479, -2.438, 2.944], [3.248, -1.369, 3.960], [2.308, -2.725, 4.580], [1.721, -1.934, 6.817], [1.517, -0.135, 6.993], [2.974, -0.690, 6.404], [2.188, -0.337, 1.904], [1.064, -0.144, 2.978], [5.907, 1.647, 2.521], [4.449, 1.250, 2.832], [3.573, 2.550, 3.013], [3.884, 3.371, 4.130], [3.895, 2.652, 5.416], [3.942, 0.490, 1.658], [6.309, 2.077, 3.438], [6.218, 2.232, 1.655], [6.433, 0.695, 2.453], [4.378, 0.653, 3.742], [2.493, 2.402, 3.004], [3.684, 3.214, 2.156], [4.074, 3.454, 6.133], [4.708, 1.933, 5.514], [2.929, 2.155, 5.503], [4.534, -0.308, 1.473], [4.079, 1.085, 0.854], [5.106, -1.519, -1.107], [5.133, -0.309, -2.060], [5.421, -0.635, -3.540], [4.456, -1.555, -4.100], [4.832, -2.003, -5.427], [3.911, 0.459, -1.869], [4.970, -1.184, -0.079], [6.009, -2.128, -1.073], [4.253, -2.157, -1.336], [5.924, 0.361, -1.722], [6.420, -1.067, -3.482], [5.591, 0.300, -4.073], [4.617, -1.242, -6.177], [4.199, -2.859, -5.661], [5.878, -2.310, -5.428], [3.655, 0.901, -2.740], [3.130, -0.178, -1.805], [-2.563, 2.094, 2.927], [-1.987, 1.270, 4.078], [-2.926, 0.196, 4.592], [-2.299, -0.719, 5.490], [-1.789, -0.199, 6.734], [-0.753, 0.657, 3.598], [-3.406, 2.701, 3.256], [-2.961, 1.447, 2.145], [-1.796, 2.713, 2.461], [-1.673, 2.069, 4.750], [-3.245, -0.387, 3.728], [-3.858, 0.555, 5.030], [-1.123, 0.661, 6.665], [-1.274, -0.944, 7.341], [-2.638, 0.138, 7.329], [-0.361, 0.245, 4.433], [-1.084, -0.167, 3.118], [-3.368, 3.210, -1.404], [-2.997, 1.885, -1.293], [-3.249, 3.770, -0.476], [-2.647, 3.628, -2.106], [-4.335, 3.322, -1.894], [-2.675, 1.590, -2.148], [-0.007, -5.781, -0.655], [-0.034, -5.342, 0.693], [-0.030, -6.870, -0.637], [-0.894, -5.390, -1.155], [0.882, -5.364, -1.128], [-0.273, -4.413, 0.724]], "forces_ev_per_angstrom": [[-0.14, 0.24, 0.40], [0.38, 0.18, 0.34], [-0.34, 0.89, -0.45], [-1.09, 0.85, 0.86], [0.24, -1.94, -0.20], [0.21, -0.12, -0.36], [-0.01, -0.35, -0.02], [0.23, 0.23, -0.04], [-0.76, -0.82, -0.91], [0.41, 0.88, 0.59], [0.70, -0.54, 0.00], [-1.32, -0.03, -0.83], [0.25, 0.40, -0.29], [0.62, 0.13, 0.51], [-0.15, -0.33, 0.13], [-0.79, 0.65, -0.02], [0.19, 0.19, 0.54], [-1.02, -1.93, 0.21], [0.92, 0.56, -0.64], [-0.83, 0.16, 0.62], [-0.44, -0.05, -0.84], [0.14, -0.34, 0.50], [0.31, 0.05, -0.28], [0.39, -0.01, -0.45], [0.61, -0.51, -0.17], [0.19, 0.47, 0.28], [0.07, -0.05, -0.09], [0.05, -0.02, 0.66], [-0.25, 0.12, -0.21], [0.03, 0.18, -0.17], [0.08, -0.44, 0.25], [-0.04, 0.64, 0.20], [0.75, 0.45, 0.71], [-0.67, 0.79, -1.80], [2.01, -0.48, -0.06], [-0.94, 0.17, -0.68], [-0.28, 0.00, 0.74], [-0.79, 1.21, 0.49], [-0.18, -0.22, 0.12], [-0.06, -0.08, 0.22], [0.21, -0.07, -0.17], [0.32, 0.45, -0.07], [0.46, 0.23, -0.01], [-0.32, -0.21, 0.44], [0.07, -0.08, 0.12], [0.48, -0.23, -0.89], [-0.55, -0.15, 0.29], [-0.14, -0.87, 0.85], [-0.62, -0.16, -0.56], [0.21, -0.56, -2.44], [-0.46, -0.50, -0.06], [1.83, -0.76, 0.75], [0.73, 0.35, -0.25], [-0.79, -0.35, -0.74], [-1.18, 1.77, -0.09], [0.06, 0.30, 0.35], [-0.19, -0.17, -0.23], [-0.46, 0.02, 0.32], [0.25, 0.27, 0.44], [-0.26, -0.10, 0.24], [-0.63, -0.08, 0.47], [0.28, -0.13, 0.34], [0.10, 0.26, -0.06], [0.01, 0.16, 0.23], [0.47, -0.21, -0.06], [0.30, -0.33, 0.66], [-0.39, -0.40, 0.30], [1.65, 0.19, 0.30], [-1.36, -0.58, 1.10], [0.22, -0.68, 0.01], [0.80, 0.63, -1.45], [-0.19, -0.34, 0.71], [0.12, -0.05, 0.17], [0.03, -0.05, 0.03], [0.20, -0.01, -0.07], [0.05, -0.04, 0.28], [0.06, 0.14, -0.36], [0.16, -0.15, 0.20], [-0.04, 0.05, -0.03], [-0.83, -0.20, -0.31], [0.46, -0.59, 0.18], [0.70, 0.22, -0.41], [-0.81, 1.13, -0.49], [0.42, -1.13, 2.02], [-0.26, 1.74, -1.89], [-0.03, -0.03, -0.09], [0.83, -1.17, 0.97], [-0.14, 1.21, -1.56], [-0.41, 0.48, 0.86], [0.28, 0.50, -0.13], [-0.88, 0.19, -0.03], [0.28, -0.12, -0.22], [0.16, -0.14, -0.14], [-0.25, -0.95, 0.30], [0.54, -0.06, -0.25], [-0.37, -0.27, 0.18], [0.07, -0.07, -0.24], [-0.05, -0.04, 0.46], [0.15, -0.10, 0.25], [-0.17, 0.07, -0.49], [-0.19, 0.02, -0.14], [-0.24, -0.17, 0.02], [0.27, -0.91, 1.18], [1.11, 0.83, -0.41], [-0.58, 0.13, 1.08], [-0.73, 0.11, -0.22], [-0.10, 0.16, -0.17], [0.13, 0.11, -0.45], [0.03, -0.06, -0.07], [0.52, -0.08, -0.25], [0.21, -0.61, -0.47], [-0.69, 0.14, -0.50], [0.28, 0.22, -0.01], [0.07, -0.04, 0.14], [0.06, 0.06, -0.18], [0.40, 0.68, -0.27], [-0.17, -0.49, 0.72], [-0.84, -0.57, -0.21], [0.32, 1.43, -0.98], [-0.10, 0.09, 0.65], [0.95, -0.19, 0.55], [-1.15, 0.38, -0.28], [-0.40, -0.03, 0.68], [0.07, 0.21, 0.03], [-0.01, -0.18, -0.17], [-0.03, 0.18, 0.26], [-0.20, -0.41, 0.92], [0.21, -0.25, -0.06], [-0.04, 0.47, 0.25], [0.17, 0.08, -0.54], [-0.09, -0.43, -0.61], [-0.17, 0.12, 0.20], [0.65, -0.16, 0.17], [0.14, -0.36, -0.76], [0.76, 0.92, -1.27], [-0.18, -0.92, 1.88], [-0.36, -0.29, 0.12], [0.05, 0.78, -0.13], [-0.41, 0.17, 0.44], [0.39, -0.19, -1.01], [-0.28, 0.77, 0.89], [0.34, -1.24, 0.42], [0.18, 0.09, -0.26], [-0.09, -0.18, -0.41], [0.15, -0.36, -0.43], [-0.25, 0.57, -0.21]]}